No. 1
C5H4F3NO in the gas phase at a distorted geometry. Source: the OMol25 dataset; level of theory: wB97M-V/def2-TZVPD.

Last column: Löwdin charge in e.
Atoms and positions in Å:
N (1.579, -0.698, 0.833)  -0.029
C (-0.365, 0.615, -0.914)  -0.123
F (-2.374, -0.243, 1.604)  0.120
H (2.198, -1.403, 2.377)  0.127
C (-1.142, -0.367, -0.371)  0.191
C (1.021, 0.745, -1.003)  -0.093
O (2.416, -1.544, 1.431)  -0.009
H (-0.769, 1.422, -1.524)  0.122
C (1.919, 0.050, -0.210)  -0.148
F (-2.990, 1.145, -0.003)  0.051
H (1.435, 1.290, -1.832)  0.103
H (3.023, 0.176, -0.452)  0.139
C (-2.490, -0.158, 0.255)  -0.547
F (-3.460, -1.030, -0.190)  0.096

Output
DFT total energy: -16933.84220 eV
HOMO (spin up / spin down): -9.5 / -8.6 eV
orbital gap (spin up / spin down): 7.8 / 7.4 eV
M: 151.1 g mol⁻¹
energy above the lowest of the compared OMol25 structures with the same formula, charge and spin: 511.05 kJ/mol


No. 2
2 unconnected molecules or ions with the total composition C5H4F6S at a distorted geometry. Source: the OMol25 dataset; level of theory: wB97M-V/def2-TZVPD.

Last column: Löwdin charge in e.
Atoms and positions in Å:
F (-1.449, -2.592, 0.126)  0.131
C (-0.476, -1.765, -0.294)  -0.689
F (0.586, -2.556, -0.475)  0.159
F (1.911, -0.466, 1.202)  0.175
F (0.474, -1.683, 2.245)  0.185
H (0.308, 3.186, -2.281)  0.098
S (-1.702, 0.505, 0.471)  0.923
F (-0.903, -1.474, -1.548)  0.094
H (1.956, 0.781, -1.520)  0.062
C (0.649, -0.569, 1.555)  -0.732
C (-0.274, -0.530, 0.459)  -0.381
H (-0.717, 2.280, -1.095)  -0.016
C (0.220, 2.276, -1.598)  -0.117
F (0.411, 0.487, 2.356)  0.104
C (1.053, 1.363, -1.376)  0.079
H (-2.047, 0.759, 1.771)  -0.073

Output
DFT total energy: -32385.61560 eV
HOMO (spin up / spin down): -8.7 / -9.4 eV
orbital gap (spin up / spin down): 6.9 / 9.1 eV
M: 210.1 g mol⁻¹
energy above the lowest of the compared OMol25 structures with the same formula, charge and spin: 364.55 kJ/mol


No. 3
2 unconnected molecules or ions with the total composition C5H4FN at a distorted geometry. Source: the OMol25 dataset; level of theory: wB97M-V/def2-TZVPD.

Last column: Löwdin charge in e.
Atoms and positions in Å:
C (-2.375, -0.334, 0.736)  -0.203
C (1.605, 0.352, 0.212)  -0.107
H (2.525, 2.161, 0.777)  0.046
H (1.209, 1.396, 1.947)  0.071
N (1.081, -1.884, -0.641)  0.131
F (-3.212, 0.211, -0.098)  0.102
H (0.348, -2.317, -0.066)  0.052
C (1.857, 1.362, 1.041)  0.025
C (-1.593, -1.147, 1.169)  0.071
C (1.444, -0.793, -0.285)  -0.254
H (-0.818, -1.476, 1.898)  0.066

Output
DFT total energy: -9450.95479 eV
HOMO: -8.8 eV
SMILES: C=C=C=N.C#CF
orbital gap: 8.7 eV
M: 97.1 g mol⁻¹
energy above the lowest of the compared OMol25 structures with the same formula, charge and spin: 601.05 kJ/mol


No. 4
A molecular structure, C5H4MnO4 at a distorted geometry. Source: the OMol25 dataset; level of theory: wB97M-V/def2-TZVPD.

Last column: Mulliken spin population.
Atoms and positions in Å:
Mn (-0.025, 6.012, 1.282)  6.166
H (3.836, 2.866, 2.109)  -0.001
O (2.041, 2.551, 0.314)  -0.025
C (3.950, 3.040, 1.048)  -0.002
H (3.077, 5.081, -0.434)  0.004
C (1.009, 3.287, 0.745)  0.016
O (4.014, 4.849, -0.543)  -0.001
O (-0.124, 2.672, 0.762)  0.017
H (1.398, -0.739, -1.912)  0.000
C (1.453, 0.180, -1.349)  0.004
C (4.423, 3.925, 0.284)  0.005
H (-0.101, 1.816, 0.247)  0.000
O (1.087, 4.513, 0.737)  -0.179
C (1.481, 1.167, -0.610)  -0.003

Output
DFT total energy: -44742.34805 eV
HOMO (spin up / spin down): -12.2 / -12.4 eV
⟨S²⟩: 12.0010
total charge: +1
orbital gap (spin up / spin down): 6.3 / 6.4 eV
M: 183.0 g mol⁻¹
spin multiplicity: 7


No. 5
A molecular structure, C5H4N2 at a distorted geometry. Source: the OMol25 dataset; level of theory: wB97M-V/def2-TZVPD.

Last column: Löwdin charge in e.
Atoms and positions in Å:
C (0.890, -0.891, -0.117)  -0.148
C (0.506, 0.925, 0.588)  -0.251
H (-1.164, -1.608, -0.408)  0.167
C (1.551, 0.466, -0.279)  0.032
C (-0.390, 1.596, -0.322)  -0.189
N (-0.693, -0.689, -0.320)  0.055
C (-0.062, -0.439, 0.932)  -0.205
N (-1.269, 0.805, -0.877)  0.147
H (-0.381, -0.885, 1.869)  0.140
H (1.220, -1.901, -0.384)  0.120
H (-0.207, 2.621, -0.682)  0.132

Output
DFT total energy: -8221.00922 eV
HOMO: -7.8 eV
orbital gap: 8.2 eV
M: 92.1 g mol⁻¹
energy above the lowest of the compared OMol25 structures with the same formula, charge and spin: 818.60 kJ/mol


No. 6
C5H4N2 in the gas phase at a distorted geometry. Source: the OMol25 dataset; level of theory: wB97M-V/def2-TZVPD.

Last column: Löwdin charge in e.
Atoms and positions in Å:
C (0.139, 2.351, -0.014)  0.122
N (3.188, -0.637, -0.069)  0.133
H (-1.739, 0.205, -0.213)  0.066
H (0.146, 3.441, 0.183)  0.056
C (2.023, -0.539, -0.178)  -0.198
C (-0.364, -1.229, 0.081)  -0.131
N (-1.655, -0.812, -0.256)  0.031
C (0.592, -0.252, 0.006)  -0.279
H (-2.547, -1.415, 0.252)  0.196
C (0.405, 1.176, -0.130)  -0.132
H (-0.189, -2.289, 0.337)  0.136

Output
DFT total energy: -8226.39464 eV
HOMO: -8.7 eV
SMILES: C#C/C(C#N)=C\N
orbital gap: 9.0 eV
M: 92.1 g mol⁻¹
energy above the lowest of the compared OMol25 structures with the same formula, charge and spin: 298.98 kJ/mol


No. 7
C5H4N2 in the gas phase at a distorted geometry. Source: the OMol25 dataset; level of theory: wB97M-V/def2-TZVPD.

Last column: Löwdin charge in e.
Atoms and positions in Å:
C (0.132, -0.270, 0.216)  -0.391
H (1.402, -3.298, 1.912)  0.012
N (-0.494, 0.566, 0.958)  0.034
H (0.572, 0.732, -3.310)  0.040
H (-1.102, 2.039, -0.437)  0.081
C (0.396, -0.003, -1.150)  -0.090
C (0.935, -2.437, 1.540)  0.127
H (-1.640, 2.134, 1.214)  0.079
C (0.403, 0.361, -2.306)  0.131
N (-1.278, 1.592, 0.454)  0.046
C (0.675, -1.417, 0.909)  -0.069

Output
DFT total energy: -8224.70038 eV
HOMO: -8.7 eV
SMILES: C#CC(C#C)=NN
orbital gap: 9.1 eV
M: 92.1 g mol⁻¹
energy above the lowest of the compared OMol25 structures with the same formula, charge and spin: 462.46 kJ/mol


No. 8
C5H4N2 in the gas phase at a distorted geometry. Source: the OMol25 dataset; level of theory: wB97M-V/def2-TZVPD.

Last column: Löwdin charge in e.
Atoms and positions in Å:
C (-0.453, -1.105, -0.010)  -0.017
H (-2.669, -1.239, -0.303)  0.099
C (-1.785, -0.663, -0.072)  -0.157
C (2.768, 0.482, -0.119)  0.093
H (3.256, 0.620, -1.050)  0.034
H (-0.439, 2.009, 0.592)  0.164
N (-0.647, 1.036, 0.427)  0.015
C (0.256, 0.028, 0.327)  -0.310
H (-0.030, -2.076, -0.227)  0.109
N (-1.893, 0.636, 0.191)  0.036
C (1.636, 0.271, 0.244)  -0.066

Output
DFT total energy: -8227.02837 eV
HOMO: -9.1 eV
SMILES: C#Cc1ccn[nH]1
orbital gap: 9.7 eV
M: 92.1 g mol⁻¹
energy above the lowest of the compared OMol25 structures with the same formula, charge and spin: 237.84 kJ/mol